Record 1
78
Properties=species:S:1:pos:R:3 method="wB97M-V/def2-TZVPD" molar_mass_g_mol=452.6 fmax_ev_per_a=10.93 total_charge=0 lumo_ha=0.001 e_tot_ev=-42686.1737 spin_multiplicity=1 smiles="NC(N)=O.NC(N)=O.NC(N)=O.CC(C)O.CC(C)O.CC(C)O.CC(C)O.CO" e_above_lowest_ev=6.995
O -27.08400 19.91900 -4.13300
O -25.06400 24.76000 0.07100
O -23.59900 26.68200 1.95700
O -21.16400 22.37200 1.31700
O -22.78400 26.73100 -2.51700
O -23.84000 23.65000 -3.49700
O -27.45100 20.03400 -0.32600
O -25.39800 24.80400 -5.43700
N -23.71300 22.27700 -1.46800
N -23.46100 22.89200 1.33700
N -23.53700 24.86400 3.41900
N -23.90500 26.79000 4.31000
N -22.13200 24.51200 0.93700
N -22.91400 24.25800 -1.52400
C -22.21300 23.24500 1.28700
C -21.77900 27.39900 -2.28300
C -26.51400 22.02800 -3.49700
C -27.55600 20.99800 -3.71400
C -23.67700 26.10700 3.22900
C -28.49400 21.50400 -4.78800
C -26.88900 22.24800 0.09700
C -21.78000 27.69100 -0.77900
C -29.17600 21.42700 0.16000
C -26.50900 24.18100 -6.06900
C -25.67500 25.75000 -0.38000
C -23.51800 23.35500 -2.19500
C -26.16600 25.63300 -1.85700
C -26.83500 25.99700 0.52500
C -27.69700 21.06500 0.40700
C -21.60400 28.66400 -3.21900
H -26.89100 20.00400 -5.08800
H -25.81900 22.07800 0.16700
H -26.76500 24.72600 -6.97300
H -26.64100 24.67700 -2.02400
H -21.18200 24.95800 0.89000
H -20.95700 26.72200 -2.38400
H -29.45600 21.64300 -0.82300
H -26.96700 26.38000 -1.91900
H -20.81800 28.11700 -0.54100
H -27.36100 26.86300 0.11200
H -24.28500 27.70100 4.13700
H -22.53600 28.46500 -0.45100
H -24.30000 23.53800 1.12600
H -22.72900 25.25100 -1.89900
H -27.91400 21.85200 -5.67100
H -27.33800 24.14900 -5.39100
H -22.89800 26.58900 -3.44900
H -25.82600 21.95000 -4.36500
H -26.21500 23.22100 -6.42300
H -25.04200 26.61600 -0.34900
H -27.09100 23.02800 0.82100
H -29.44900 22.31200 0.75500
H -23.64500 21.89400 1.58800
H -26.55000 19.77600 -0.24000
H -25.87900 21.82300 -2.60800
H -26.91000 23.04700 -3.39200
H -22.43100 29.30700 -3.01200
H -25.13900 24.26800 -4.65800
H -29.76900 20.59900 0.42700
H -24.00800 26.40700 5.24100
H -21.62600 28.40100 -4.28200
H -22.82700 25.24400 1.07400
H -27.47800 25.20000 0.40200
H -24.07700 21.51200 -2.01200
H -27.58500 20.81700 1.45900
H -29.12500 22.27400 -4.38400
H -20.75900 29.23100 -2.88400
H -22.61100 24.18200 -0.51700
H -23.50000 24.47200 4.38900
H -24.36700 24.48600 -0.50400
H -28.04000 20.74100 -2.77400
H -23.38900 22.14200 -0.54600
H -23.39500 24.23100 2.64500
H -29.21600 20.84100 -5.16800
H -27.12700 22.65400 -0.90000
H -25.35100 25.82600 -2.56200
H -26.56300 26.18300 1.55700
H -21.73100 26.79500 -0.14400

***

Record 2
78
Properties=species:S:1:pos:R:3 method="wB97M-V/def2-TZVPD" molar_mass_g_mol=452.6 fmax_ev_per_a=3.53 total_charge=0 lumo_ha=0.007 e_tot_ev=-42693.1689 spin_multiplicity=1 smiles="NC(N)=O.NC(N)=O.NC(N)=O.CC(C)O.CC(C)O.CC(C)O.CCO.CCO" e_above_lowest_ev=0.000
O 12.64711 5.65834 4.36871
O 16.60070 9.69285 10.84613
O 8.37434 10.68696 5.12555
O 11.79238 11.10970 8.23888
O 12.99289 14.27954 11.58525
O 13.23633 13.73290 8.15161
O 16.42963 12.44535 6.67938
O 6.86570 8.50045 11.55617
N 14.23127 14.01885 6.06453
N 10.43740 10.94004 5.76577
N 11.82722 14.10360 6.35174
N 8.79370 11.19007 7.30907
N 17.74001 10.88765 7.70023
N 15.82745 11.74797 8.77713
C 14.72985 9.40048 12.37434
C 9.15258 10.92460 6.03462
C 15.15661 7.82042 10.28926
C 15.73055 8.67847 11.43682
C 12.03774 6.53055 5.32741
C 12.54266 9.99637 8.79098
C 13.17131 13.95304 6.95426
C 13.07717 12.87013 11.81720
C 11.51474 8.93450 9.14696
C 16.61280 11.77010 7.68376
C 7.99171 9.39726 11.83050
C 11.67746 12.36810 12.17841
C 13.09867 7.54245 5.81371
C 11.35122 5.68820 6.45241
C 9.24834 8.50872 12.18446
C 8.22804 10.37109 10.63409
H 9.16339 10.92779 10.84855
H 12.24667 11.96278 8.29211
H 9.47114 10.82010 7.98682
H 13.12804 10.23350 9.66759
H 7.79769 10.01352 12.72090
H 8.52638 9.82993 9.73351
H 12.08702 8.11746 9.60989
H 10.59500 5.11545 5.95361
H 18.15872 10.57828 8.57722
H 15.20133 9.91004 13.24326
H 8.91913 7.97124 13.05333
H 16.03159 11.07947 9.50889
H 13.96967 14.15493 5.07724
H 13.26844 9.58368 8.10869
H 13.47241 14.45714 10.78458
H 16.93123 10.27611 11.54339
H 7.90402 10.71231 7.42695
H 11.03440 12.66537 11.34463
H 15.81423 7.86163 9.45243
H 18.43355 11.16834 7.01919
H 15.08248 13.49009 6.29620
H 13.70844 12.67041 12.68268
H 13.58587 8.07497 4.98438
H 14.03071 8.63580 12.74843
H 10.92924 6.35369 7.19725
H 11.55296 13.65745 5.48431
H 11.33649 12.74082 13.16867
H 11.66985 11.28571 12.21825
H 7.38187 11.03766 10.44353
H 9.53060 7.91791 11.32282
H 11.12006 10.87359 6.51277
H 10.99011 8.56855 8.27214
H 10.07532 9.20286 12.36250
H 13.40276 12.33943 10.91560
H 11.21532 7.04578 4.76432
H 6.00831 8.90406 11.67469
H 10.53892 10.42299 4.91391
H 13.87375 7.06685 6.45742
H 14.94357 6.79111 10.53462
H 16.41004 8.07080 12.04970
H 10.77518 9.24720 9.86809
H 12.05273 5.08070 7.04244
H 14.14276 10.16128 11.83236
H 14.98311 12.29398 8.74886
H 11.00444 13.92310 6.96009
H 13.10187 4.94051 4.83290
H 12.62962 8.37163 6.36312
H 14.22500 8.27564 9.97270

***

Record 3
80
Properties=species:S:1:pos:R:3 method="wB97M-V/def2-TZVPD" molar_mass_g_mol=480.6 fmax_ev_per_a=11.24 total_charge=0 lumo_ha=-0.014 e_tot_ev=-45667.1112 spin_multiplicity=1 smiles="NC(N)=O.NC(N)=O.NC(N)=O.NC(N)=O.CC(C)O.CC(C)O.CC(C)O.CC(C)O" e_above_lowest_ev=7.638
O 16.05700 -23.19900 23.97400
O 12.96700 -24.65100 24.52300
O 16.84100 -24.29200 19.24700
O 13.55300 -21.65300 24.76400
O 16.00700 -20.70300 19.33600
O 15.09600 -20.35100 22.86400
O 19.37800 -19.54200 25.50000
O 19.25600 -21.05900 20.59100
N 14.53300 -22.06300 20.58700
N 17.39900 -22.48200 22.16300
N 16.05200 -24.13100 21.77900
N 13.73500 -25.24000 22.36700
N 18.79800 -18.85500 23.32000
N 14.80500 -22.54500 18.45200
N 12.88900 -23.27000 22.71300
N 17.60900 -20.45000 24.24900
C 19.19400 -21.63600 19.48200
C 16.48900 -23.27300 22.66500
C 15.00900 -20.53000 26.04200
C 19.81700 -23.03100 19.58100
C 13.03400 -21.73600 26.92500
C 13.58900 -20.97000 25.79100
C 15.10500 -21.74300 19.45100
C 16.18300 -26.37700 19.25700
C 18.55100 -19.57800 24.38000
C 17.90900 -25.63200 17.67500
C 14.99500 -18.07900 22.98100
C 13.22200 -24.38600 23.20700
C 19.78300 -20.95600 18.29500
C 14.48300 -19.39900 22.37200
C 16.67700 -25.25600 18.42100
C 12.93800 -19.48600 22.39800
H 19.59300 -18.15500 23.39200
H 14.07900 -22.46600 24.82400
H 14.75500 -21.33200 21.32000
H 13.54300 -22.64400 27.03900
H 14.94200 -20.15400 27.04500
H 16.92500 -20.41300 23.47300
H 17.72600 -21.78700 22.88500
H 14.66200 -19.35800 21.30400
H 16.25400 -27.30800 18.69000
H 14.54800 -18.01000 23.96200
H 12.61200 -20.43000 21.95300
H 19.55500 -23.57900 20.48700
H 12.97700 -20.05300 25.48200
H 16.52300 -24.39000 20.92200
H 14.64600 -20.57800 23.70100
H 19.60900 -23.67900 18.74100
H 14.59500 -17.27800 22.39100
H 12.72700 -22.52200 23.40700
H 12.95600 -21.14100 27.86800
H 18.14700 -21.75900 19.27400
H 13.03500 -23.02700 21.73300
H 18.65300 -26.03600 18.36200
H 15.16200 -22.13500 17.56400
H 20.76100 -20.48000 18.54600
H 17.26900 -20.92200 25.11400
H 18.32300 -24.84700 17.15900
H 17.63300 -26.43200 17.01100
H 15.75800 -21.30700 25.92300
H 18.61900 -20.33700 20.56500
H 18.25000 -18.95100 22.44400
H 15.15400 -24.63200 22.06300
H 19.12100 -20.21900 17.88300
H 15.01600 -22.90300 20.96900
H 12.49700 -18.63400 21.88300
H 12.02900 -22.03500 26.61300
H 15.11700 -26.30200 19.48000
H 16.73900 -26.51600 20.21500
H 16.08300 -23.68400 19.08300
H 13.92400 -26.18300 22.70900
H 15.90300 -24.98100 17.71200
H 13.96300 -23.09200 18.41400
H 16.01600 -18.00700 23.06500
H 13.48700 -25.03600 21.35100
H 19.97400 -21.69000 17.44100
H 17.88400 -22.57800 21.28700
H 20.85000 -22.84300 19.59200
H 12.65700 -19.37300 23.45900
H 15.32000 -19.61700 25.46800

***

Record 4
76
Properties=species:S:1:pos:R:3 method="wB97M-V/def2-TZVPD" molar_mass_g_mol=432.5 fmax_ev_per_a=1.97 total_charge=0 lumo_ha=0.001 e_tot_ev=-41936.5557 spin_multiplicity=1 smiles=OCCO.OCCO.OCCO.OCCO.CCO.CCO.CCO.CCO e_above_lowest_ev=1.226
O -2.72589 0.15517 -3.48683
O 1.48809 -0.74920 1.80691
O -0.67876 0.45321 3.80998
O 5.51123 -1.22274 6.37466
O -0.57462 -5.89974 -0.67698
O 0.27015 2.48660 -3.28036
O -1.10231 -2.28918 -4.82710
O -0.40374 -2.29719 3.45969
O 0.57705 1.39445 -0.22910
O -0.78472 3.95529 1.04479
O 3.14080 -0.64845 4.71899
O -2.91823 -0.52153 -0.82639
C -0.49006 -1.78267 4.78717
C 1.55278 -0.77351 0.37959
C -3.90785 -0.49859 -3.02249
C 1.37901 4.91068 0.73545
C 3.40038 -1.90973 5.32348
C -1.18921 -4.91953 -1.51344
C -0.62995 4.69953 -3.23743
C -4.11284 -0.21475 -1.56455
C -0.00280 -1.37656 -4.58575
C -1.30800 -0.50389 4.68312
C 0.59224 3.86289 -3.56616
C 0.42459 -0.02747 -0.28298
C -0.22140 -3.72951 -1.79567
C 4.19824 -1.66134 6.61188
C -0.04243 -0.45437 -5.79110
C 0.22097 4.72644 1.71596
H 0.06944 -1.04012 -6.70513
H -4.75194 -0.19989 -3.65299
H -0.15656 -0.79997 -3.66838
H 2.04800 5.64399 1.20043
H 2.55456 -0.51873 0.01606
H -4.87415 -0.80101 -1.05403
H 4.19878 -2.58083 7.20705
H 5.41887 -0.41532 5.85342
H 1.01069 3.95729 -4.56964
H -0.58480 5.77606 -3.41017
H -0.80372 -3.09398 -2.46385
H 4.12083 -2.44560 4.69651
H 0.68623 0.35570 -5.87424
H 1.56565 -1.83934 0.13518
H -0.03288 -1.56915 2.93643
H 1.44124 0.17097 2.09996
H -2.04719 -4.47019 -1.00755
H -0.56008 -0.22791 0.13569
H -1.40954 0.03314 5.63569
H -1.07389 -2.47591 5.38756
H -4.32372 0.85117 -1.42254
H -1.05526 -0.04008 -5.82848
H -2.23174 0.01862 -1.24071
H 0.59691 4.29335 2.65075
H 0.47987 -0.33640 -1.33327
H 0.46576 -1.50450 5.23764
H 1.05599 5.22847 -0.25392
H -1.38947 1.00494 3.47582
H -0.43089 -5.51574 0.19324
H -1.48878 4.22506 -3.71374
H -0.60396 2.31111 -3.64332
H -1.50014 -5.47166 -2.39555
H 3.61749 -1.05966 7.32522
H 1.96977 4.00543 0.58974
H -2.31160 -0.69949 4.29435
H -0.08669 -3.20497 -0.84868
H 2.50874 -2.49775 5.54311
H 0.92196 -1.95088 -4.54538
H -0.75833 4.70063 -2.15125
H 1.40367 4.04833 -2.85992
H -1.77218 -1.66294 -5.11297
H 2.45245 -0.83096 4.06935
H -2.99818 0.79426 -4.14894
H -0.45805 3.06590 0.86442
H -0.35916 5.58845 2.04791
H -3.91020 -1.57951 -3.19808
H 0.73383 -4.05576 -2.19791
H 0.98957 1.65106 -1.06021

***

Record 5
78
Properties=species:S:1:pos:R:3 method="wB97M-V/def2-TZVPD" molar_mass_g_mol=496.7 fmax_ev_per_a=2.88 total_charge=0 lumo_ha=0.015 e_tot_ev=-63605.8864 spin_multiplicity=1 smiles="O=S1(=O)CCCC1.O=S1(=O)CCCC1.CO.CO.CO.CO.CO.CO.CO.CO"
S 2.11936 3.73845 -0.82820
S -4.66341 -3.07515 0.31786
O 3.42121 -3.27187 -0.84554
O 2.90002 2.53993 -1.20118
O -5.97997 -3.19353 -0.34674
O -1.00458 1.72236 -3.08065
O -1.04550 -2.62768 -2.78007
O -0.56778 -0.83091 2.87390
O 2.99719 -1.02533 1.31547
O -1.69722 1.55302 1.96647
O 0.72855 0.97139 0.63562
O 0.72073 -3.89361 -1.09426
O 0.92801 4.07521 -1.55104
O -3.82747 -4.24541 0.48916
C -2.27509 2.11947 -3.48314
C 3.98358 5.18301 0.29518
C 1.98231 3.83515 0.96322
C -0.11559 -2.07861 3.43544
C 3.85847 -2.62106 -1.99530
C 2.86039 5.10756 1.30739
C -2.08142 2.88128 1.52970
C -4.81148 -2.32106 1.93085
C -0.05527 -4.39791 -0.02751
C -3.40526 -1.77124 2.12000
C 4.18637 -0.21552 1.28788
C -1.58536 -1.36206 -3.19394
C 3.19996 5.19579 -1.05376
C 0.41424 0.16558 -0.55414
C -2.61946 -1.64356 0.82626
C -3.66587 -1.74692 -0.30001
H -1.87132 -1.40508 -4.24121
H -0.75391 1.37157 1.72454
H -0.61350 -0.30915 -0.48899
H 4.82943 -2.11936 -1.72221
H 0.19531 -5.42949 0.25498
H 0.96448 3.91260 1.31190
H -0.59199 -2.17044 4.42022
H 0.09199 -3.80515 0.90355
H -2.73315 1.22686 -4.02033
H -4.33128 -0.90521 -0.47516
H -5.62263 -1.58429 1.98513
H -1.96784 -2.51834 0.73163
H 3.99579 0.81583 0.87371
H -0.97272 -0.45252 -3.00495
H 4.98301 -0.65004 0.67144
H -2.30555 2.92205 -4.27380
H 1.19929 0.27712 1.14582
H 2.55018 6.06956 -1.10471
H -0.50058 2.54440 -2.79353
H -4.96948 -3.08985 2.68135
H 4.58834 4.30499 0.40640
H -1.24026 -3.29231 -3.43925
H -2.06542 -0.73295 0.75067
H -1.51682 -0.80841 3.17017
H -1.77920 3.62272 2.25200
H -2.81510 -2.51246 2.66765
H 3.12773 -1.83079 -2.32142
H 4.66939 6.07722 0.40821
H 3.12976 5.01846 2.32993
H -2.88882 2.40449 -2.63033
H 3.77409 5.06570 -1.97980
H -3.39760 -0.84264 2.65637
H -3.17990 2.89689 1.28422
H 2.44932 -3.44774 -1.00935
H 2.25161 5.95574 1.10887
H -0.32391 -3.00065 2.93277
H 1.07378 -0.70410 -0.64566
H -1.45323 2.95880 0.69226
H -3.18814 -2.06927 -1.24362
H 3.99768 -3.31355 -2.85366
H 3.17577 -1.73986 0.69511
H -1.10113 -4.46676 -0.35199
H 0.97769 -1.96446 3.64682
H 4.65976 -0.10440 2.29148
H 0.58855 0.65861 -1.46568
H 0.16997 -3.25912 -1.58285
H -2.53124 -1.26247 -2.76604
H 2.37215 2.92048 1.45842

***

Record 6
72
Properties=species:S:1:pos:R:3 method="wB97M-V/def2-TZVPD" molar_mass_g_mol=368.6 fmax_ev_per_a=4.36 total_charge=0 lumo_ha=0.018 e_tot_ev=-33747.9728 spin_multiplicity=1 smiles=CCO.CCO.CCO.CCO.CCO.CCO.CCO.CCO e_above_lowest_ev=2.528
O -0.94144 -16.50023 -11.19683
O 1.34542 -15.11643 -16.02441
O -1.98712 -17.17564 -7.55055
O -0.44462 -13.60636 -11.74771
O -2.80537 -17.88089 -10.00870
O -2.37339 -14.40324 -7.52516
O -2.33037 -12.99214 -9.92544
O 2.06568 -13.81420 -3.78568
C 3.50053 -13.96849 -3.73782
C -2.25227 -14.14554 -6.10723
C 4.12993 -12.61639 -3.81303
C 1.39327 -16.15865 -15.05138
C -0.65248 -17.45425 -7.33475
C -0.39699 -12.73098 -13.93424
C -0.40617 -18.48654 -6.25978
C -3.45190 -14.56111 -5.29025
C 0.31951 -17.10708 -10.85857
C 0.14246 -18.60001 -11.03935
C -4.63696 -16.86014 -11.32077
C -3.04951 -11.74663 -9.60435
C -3.97318 -17.06014 -9.94180
C 2.51813 -17.06717 -15.45993
C -3.49707 -11.14714 -10.87951
C -1.00088 -13.73376 -12.94887
H -0.67466 -11.74441 -13.59347
H 2.59497 -17.95599 -14.76623
H -2.26666 -17.66802 -8.33420
H 1.58196 -15.84142 -14.00924
H -2.39186 -11.04489 -9.06452
H 1.73414 -13.59689 -4.65224
H -4.16780 -10.28125 -10.76795
H -0.78830 -13.01593 -14.91363
H 3.64602 -14.53284 -2.79130
H -0.82945 -14.77646 -13.32636
H -0.95539 -13.05997 -11.08041
H 5.24077 -12.74352 -3.99281
H -3.85987 -12.07709 -8.94760
H 3.70150 -12.19654 -4.74469
H -0.08780 -18.89745 -12.02017
H -0.82189 -15.57429 -11.37360
H -4.03965 -11.81796 -11.52224
H -5.43775 -16.21268 -11.17169
H -2.13235 -13.41035 -9.04307
H -0.64070 -19.06988 -10.42847
H 0.42536 -16.73551 -15.14690
H 0.61559 -18.74065 -6.18463
H -0.94015 -19.37227 -6.46348
H 0.74637 -16.77983 -9.87779
H -2.64996 -10.80242 -11.41899
H -1.35807 -14.61752 -5.74353
H -2.08987 -13.63343 -12.88498
H -4.26862 -13.90706 -5.51635
H -0.09254 -16.58591 -7.16053
H 3.49889 -16.60445 -15.41936
H 1.12173 -19.05458 -10.69368
H -2.20967 -15.36736 -7.64096
H -2.14361 -17.44546 -10.47531
H 2.35783 -17.48739 -16.52230
H -0.81328 -18.08347 -5.33640
H -2.20091 -13.05463 -6.05127
H -3.70579 -15.57405 -5.54624
H -3.85017 -16.04868 -9.45948
H -4.66005 -17.55690 -9.28104
H 0.69611 -12.75928 -13.91738
H -3.90517 -16.24609 -11.88806
H -0.25782 -17.84980 -8.31089
H 3.90430 -12.03151 -2.89892
H 3.80778 -14.60275 -4.55920
H -3.23132 -14.51024 -4.26084
H 1.05648 -16.71292 -11.64817
H 0.79947 -14.47228 -15.63055
H -4.80304 -17.81907 -11.73749